{
  "formula": "C37H42ClF2N7ORuSTe",
  "method": "the ωB97M-V functional and the def2-TZVPD basis",
  "symbols": ["Te", "Ru", "Cl", "S", "F", "F", "O", "N", "N", "N", "N", "N", "N", "N", "C", "C", "C", "C", "C", "C", "C", "C", "C", "C", "C", "C", "C", "C", "C", "C", "C", "C", "C", "C", "C", "C", "C", "C", "C", "C", "C", "C", "C", "C", "C", "C", "C", "C", "C", "C", "C", "H", "H", "H", "H", "H", "H", "H", "H", "H", "H", "H", "H", "H", "H", "H", "H", "H", "H", "H", "H", "H", "H", "H", "H", "H", "H", "H", "H", "H", "H", "H", "H", "H", "H", "H", "H", "H", "H", "H", "H", "H", "H"],
  "positions_angstrom": [[3.54152, -0.42312, 4.53603], [0.52429, 2.27232, 1.55965], [-8.01053, -0.55872, -5.44570], [1.88391, 2.26208, 3.25853], [0.67757, -0.40113, 2.89783], [-1.29299, 0.34663, 2.33729], [0.69079, -0.20202, -5.87559], [-0.55081, 2.66986, 4.27577], [0.02217, 1.16143, -2.58894], [-1.27340, 1.31825, -2.26925], [-0.60067, 3.06422, 2.97678], [1.00740, 1.97123, 5.80963], [0.00734, 1.61799, -0.47176], [-0.11510, 4.21433, 0.72111], [0.58135, -2.61471, 7.70394], [-3.00803, 3.56741, 3.08472], [-1.37139, -0.69848, -4.80454], [0.54519, -1.97468, -2.48109], [-4.38927, -2.11891, -4.87230], [-1.65849, 3.59897, 2.46683], [0.46077, 0.89167, -3.95542], [2.39282, -1.12874, 7.17659], [-2.31228, 5.14895, 0.58958], [4.24298, -3.97060, 2.06525], [5.60386, -3.86671, 1.80556], [2.43903, -1.38901, -3.95982], [-5.70404, -1.95033, -5.27994], [0.14239, -0.48596, -4.58188], [4.33187, -1.93126, 3.31928], [0.39123, -2.87009, 6.35199], [1.19785, -2.26068, 5.40373], [0.66946, -2.94273, -4.76445], [5.69366, -1.81190, 3.04527], [3.59872, -3.00157, 2.81670], [-1.25536, 1.58146, -0.99053], [2.20711, -1.39854, 5.82095], [-6.36902, -0.78100, -4.94842], [0.24452, 4.91840, -0.34555], [-1.38364, 4.32296, 1.19593], [-3.73250, -1.13724, -4.13985], [0.66201, 2.28822, 4.56197], [0.92951, -1.67578, -3.93832], [-1.92206, 5.89242, -0.51919], [0.78344, 1.35141, -1.51846], [0.01969, 0.30934, 1.93786], [1.57813, -1.74247, 8.11652], [-0.62729, 5.78376, -0.98998], [-2.28920, -1.30526, -3.73482], [6.32753, -2.78642, 2.29073], [-5.73584, 0.21469, -4.22037], [-4.42161, 0.02915, -3.82303], [-1.46493, -1.32259, -5.69844], [-3.77829, 3.68465, 2.32742], [-3.12376, 4.36237, 3.82630], [-1.77978, 0.27144, -5.10052], [-0.39280, -3.54389, 6.03361], [-2.08115, -2.36916, -3.60995], [2.98854, -2.31572, -3.78941], [-6.21290, -2.71785, -5.84606], [3.68192, -4.81272, 1.68296], [1.01288, -2.43757, 4.35502], [1.85866, 1.27785, -1.52941], [1.73173, -1.54762, 9.16928], [0.01016, 1.65260, -4.58956], [1.18955, -3.78687, -4.31045], [2.76181, -0.97420, -4.91296], [-3.14122, 2.62163, 3.60685], [0.52083, -0.94602, -6.46159], [-2.14788, 1.73608, -0.40679], [-0.38944, -3.19729, -4.81591], [0.33743, 2.12708, 6.54798], [1.53829, 1.03840, -3.96382], [-3.31540, 5.23727, 0.97921], [-0.28780, 6.35579, -1.84139], [-6.27261, 1.11993, -3.97236], [-2.62638, 6.55661, -1.00162], [-2.13408, -0.83266, -2.76505], [2.53945, -3.09116, 3.00491], [-3.91925, 0.80956, -3.26154], [3.18778, -0.47127, 7.50941], [0.05582, -0.29734, 1.03100], [2.73598, -0.70043, -3.16282], [1.26580, 4.79407, -0.68258], [7.38710, -2.70460, 2.09062], [6.26763, -0.97681, 3.42948], [-3.87233, -3.03776, -5.12604], [1.05380, -2.85576, -5.78265], [1.12216, -2.83962, -2.14720], [0.80126, -1.15478, -1.80722], [-0.50524, -2.21507, -2.34462], [6.10049, -4.63181, 1.22427], [1.97223, 1.86348, 6.06762], [-0.05064, -3.09734, 8.43717]],
  "forces_ev_per_angstrom": [[-0.06, 0.53, 0.06], [2.03, 0.89, 0.78], [-0.07, 0.01, -0.02], [-0.12, -0.32, -0.87], [-0.05, 0.07, 0.04], [-0.11, 0.00, 0.00], [0.08, 0.00, 0.06], [0.40, 0.03, 0.13], [0.04, 0.03, 0.10], [-0.03, 0.08, 0.00], [-0.61, -0.88, -0.33], [0.08, 0.05, 0.00], [0.07, 0.02, 0.00], [-0.55, -0.63, 0.14], [-0.01, -0.01, -0.01], [0.18, 0.18, 0.40], [-0.01, 0.00, 0.00], [0.00, -0.03, 0.05], [0.00, -0.01, 0.01], [-0.16, 0.47, -0.16], [0.00, -0.02, 0.00], [0.04, -0.02, 0.02], [0.04, -0.02, 0.04], [0.03, -0.02, -0.01], [0.00, 0.01, 0.00], [-0.01, 0.00, 0.01], [0.00, 0.03, 0.02], [0.03, 0.04, 0.00], [-0.11, -0.01, -0.13], [0.00, 0.01, 0.01], [-0.05, 0.09, -0.03], [0.00, 0.00, -0.04], [0.01, 0.10, 0.04], [-0.07, 0.04, 0.01], [0.03, -0.08, 0.01], [0.03, -0.06, -0.05], [0.05, -0.01, 0.01], [0.14, 0.01, 0.00], [-0.03, 0.05, -0.14], [0.00, 0.00, 0.00], [-0.58, -0.09, 0.28], [-0.01, 0.01, 0.02], [-0.01, 0.02, -0.02], [-0.05, -0.02, -0.11], [-0.55, -0.22, -0.10], [-0.03, 0.02, -0.02], [0.02, 0.04, 0.03], [-0.03, -0.02, 0.04], [-0.04, -0.03, -0.03], [0.01, -0.03, -0.01], [-0.01, 0.02, -0.01], [0.00, -0.01, 0.01], [-0.01, -0.02, 0.02], [-0.02, 0.03, -0.03], [0.00, 0.00, 0.01], [0.00, 0.00, 0.00], [-0.01, 0.01, -0.04], [0.00, 0.00, 0.02], [0.00, 0.00, 0.00], [-0.01, 0.00, 0.01], [0.02, -0.02, -0.02], [0.00, 0.02, 0.01], [0.00, 0.00, 0.00], [-0.02, -0.03, -0.02], [0.00, 0.00, 0.00], [0.00, -0.02, -0.01], [0.01, -0.01, 0.00], [-0.06, -0.02, -0.05], [-0.01, 0.01, -0.01], [0.01, 0.00, 0.01], [0.00, -0.02, 0.00], [0.01, 0.02, -0.04], [0.00, -0.01, 0.00], [0.01, 0.00, 0.00], [0.00, 0.00, 0.00], [-0.01, -0.01, 0.00], [-0.03, -0.03, -0.07], [-0.03, -0.01, 0.03], [0.01, -0.01, 0.00], [0.02, -0.02, -0.01], [0.09, -0.01, -0.02], [-0.01, 0.03, -0.02], [-0.02, -0.04, -0.03], [0.00, 0.00, 0.00], [-0.01, -0.02, 0.03], [0.00, 0.00, 0.00], [0.00, 0.01, -0.01], [0.01, 0.01, 0.00], [-0.01, -0.02, -0.01], [0.06, -0.01, 0.00], [0.01, 0.00, 0.00], [0.01, -0.08, 0.00], [0.01, 0.00, 0.00]],
  "mulliken_charge": [0.633, 0.213, -0.198, -0.135, -0.086, -0.320, -0.716, -1.263, 0.843, -0.650, 0.719, -0.207, 0.811, -0.211, -0.449, -1.532, -1.405, -1.672, -0.200, 0.993, -2.658, -0.478, -0.456, -0.782, -0.466, -2.028, -0.860, 1.921, 0.627, -0.737, -0.191, -1.861, -0.547, -0.093, -1.124, 0.585, 0.381, -0.452, 0.632, -0.664, 0.452, 2.242, -0.584, -0.549, 0.424, -0.623, -0.644, -0.144, -0.633, -0.943, 0.033, 0.602, 0.526, 0.313, 0.308, 0.402, 0.608, 0.487, 0.421, 0.422, 0.222, 0.584, 0.414, 0.451, 0.486, 0.374, 0.411, 0.567, 0.648, 0.312, 0.237, 0.438, 0.347, 0.465, 0.409, 0.476, 0.276, 0.235, 0.349, 0.437, 0.163, 0.323, 0.492, 0.397, 0.363, 0.408, 0.486, 0.592, 0.295, 0.224, 0.418, 0.245, 0.417],
  "homo_ev": [-11.98, -11.98],
  "e_above_lowest_ev": 2.803,
  "orbital_gap_ev": [3.517, 3.518],
  "multiplicity": 1,
  "lumo_ev": [-8.466, -8.464],
  "total_charge": 2
}

---

{
  "formula": "C37H42F3N3OPdSbSi",
  "method": "the ωB97M-V functional and the def2-TZVPD basis",
  "symbols": ["Sb", "Pd", "Si", "F", "F", "F", "O", "N", "N", "N", "C", "C", "C", "C", "C", "C", "C", "C", "C", "C", "C", "C", "C", "C", "C", "C", "C", "C", "C", "C", "C", "C", "C", "C", "C", "C", "C", "C", "C", "C", "C", "C", "C", "C", "C", "C", "C", "H", "H", "H", "H", "H", "H", "H", "H", "H", "H", "H", "H", "H", "H", "H", "H", "H", "H", "H", "H", "H", "H", "H", "H", "H", "H", "H", "H", "H", "H", "H", "H", "H", "H", "H", "H", "H", "H", "H", "H", "H", "H"],
  "positions_angstrom": [[0.67022, 1.34335, -1.07891], [0.44513, -0.25801, 1.04737], [0.07152, -1.66665, 4.24149], [-1.15422, -4.08612, -3.57541], [-4.29971, 4.52929, -3.15824], [3.32760, 4.43638, -5.81393], [2.27304, -1.66662, 0.32397], [0.70605, -1.79348, 2.60558], [-2.49217, 0.93030, 1.62615], [-1.14815, 1.37645, 1.74414], [4.05167, -0.83688, -2.75978], [-3.65025, 2.90158, 0.79291], [2.76093, -1.77935, -0.97168], [-0.75180, -2.91373, -3.06087], [1.48328, -1.86610, 5.51353], [-2.19454, 1.75309, -2.24263], [3.53998, 3.47889, -3.67767], [2.97396, 2.75315, -2.64260], [2.93782, -2.93972, -3.05869], [-3.27181, 2.45567, -2.75307], [-2.24361, 4.51772, -2.02075], [1.50619, 3.22347, -4.95361], [0.95553, 2.50206, -3.91144], [-3.52258, 1.93318, 1.97116], [3.75758, -1.93612, -3.54936], [-0.58982, 0.09044, 4.53319], [2.43657, -2.86847, -1.77416], [2.79484, 3.71175, -4.81958], [0.36587, -0.82636, -3.32066], [-4.83989, 1.18551, 2.17470], [0.06385, -0.50445, -2.00685], [2.54352, -4.96947, 2.83180], [1.51831, -2.81117, 2.29005], [-0.65556, -1.40281, -1.22177], [-1.13577, 2.41356, -1.63465], [1.68391, 2.26249, -2.75505], [1.61672, -3.99143, 3.07778], [2.36635, -2.76915, 1.13591], [-1.39553, -2.85275, 4.57462], [-1.05787, -2.62240, -1.74079], [-3.27388, 3.83522, -2.64428], [-1.16995, 3.79835, -1.52668], [3.55443, -0.75212, -1.46900], [-3.18875, 2.72450, 3.24407], [-0.04810, -2.03119, -3.86147], [3.31268, -3.75815, 0.91215], [3.42799, -4.84231, 1.76162], [-5.64732, 1.90379, 2.27606], [-0.34826, 4.33898, -1.07471], [-1.06430, -3.83996, 4.87815], [-2.28461, 5.59210, -1.94379], [-2.37523, 3.42935, 3.07549], [3.54114, 2.58259, -1.73795], [4.53821, 3.87497, -3.59837], [-2.03693, -2.97532, 3.70667], [1.80688, -3.65483, -1.38536], [-2.60546, 0.09365, 2.19565], [-2.00242, -2.45666, 5.38292], [-3.84717, 2.35044, -0.12400], [-0.05881, 2.13924, -3.99695], [0.92061, -4.11925, 3.88678], [-1.05776, 2.20361, 1.14867], [4.17802, -2.02294, -4.53918], [2.68679, -3.78844, -3.67647], [1.12371, -1.63820, 6.51203], [-1.59034, 0.20563, 4.13322], [1.88974, -2.86998, 5.53392], [-2.18530, 0.67511, -2.32404], [-0.65407, 0.25671, 5.60344], [4.19148, -5.58382, 1.58921], [3.81929, 0.07611, -0.82682], [-1.60841, -3.33276, -1.14440], [-2.73792, 3.47981, 0.65076], [-4.81538, 0.58270, 3.08002], [-0.90457, 1.65476, 2.70347], [-5.05752, 0.55255, 1.31985], [2.30335, -1.18693, 5.29912], [0.08206, 0.84667, 4.13174], [-2.93208, 2.06440, 4.07217], [3.97707, -3.67324, 0.06611], [4.68333, -0.05196, -3.14340], [-4.46693, 3.59470, 0.97373], [0.94446, 3.42070, -5.85161], [0.91590, -0.12397, -3.93262], [2.58849, -5.83817, 3.47181], [-0.98555, -1.13339, -0.19806], [-4.08867, 1.94535, -3.24009], [-4.06167, 3.29974, 3.53688], [0.16457, -2.28519, -4.88862]],
  "forces_ev_per_angstrom": [[-0.59, 0.15, -1.50], [0.39, 0.71, 1.09], [-0.63, 0.48, 1.64], [0.04, 0.00, 0.01], [0.03, -0.03, 0.07], [-0.04, -0.09, 0.09], [-0.29, -0.28, 0.56], [0.25, -0.16, -0.62], [-0.34, -0.33, -0.03], [0.58, -0.22, 0.12], [-0.06, -0.12, -0.08], [-0.02, -0.29, 0.19], [0.39, 0.03, -1.03], [0.07, 0.20, 0.11], [-0.51, -0.14, -0.66], [0.03, -0.12, 0.12], [0.10, 0.11, -0.16], [0.00, -0.05, 0.01], [0.10, -0.02, 0.05], [-0.07, 0.20, -0.13], [-0.17, 0.07, -0.14], [0.13, 0.08, -0.13], [-0.04, -0.02, -0.04], [-0.10, 0.34, 0.12], [0.05, 0.04, -0.04], [0.37, -0.68, -0.25], [-0.08, 0.18, 0.38], [-0.05, -0.12, 0.18], [-0.08, 0.07, 0.03], [0.33, 0.11, -0.14], [0.12, 0.56, 0.14], [-0.29, -0.03, 0.28], [-0.13, 0.28, -0.20], [-0.36, 0.02, 0.06], [0.44, -0.31, 0.39], [-0.12, -0.28, 0.74], [0.29, -0.38, 0.05], [0.29, -0.07, -0.09], [0.78, 0.35, -0.26], [0.00, -0.13, -0.15], [0.11, -0.13, 0.06], [0.01, -0.05, 0.00], [-0.12, -0.20, 0.48], [-0.05, -0.14, -0.22], [-0.19, -0.17, -0.04], [0.11, 0.21, -0.15], [-0.15, 0.21, -0.03], [-0.11, 0.07, 0.03], [0.07, 0.06, 0.04], [0.06, -0.21, 0.05], [-0.02, 0.14, -0.02], [0.08, 0.04, 0.08], [0.12, 0.04, 0.04], [0.16, 0.09, -0.03], [-0.08, 0.04, -0.19], [-0.08, -0.04, 0.00], [0.16, 0.19, -0.09], [-0.06, 0.15, 0.15], [-0.05, 0.00, 0.01], [-0.09, 0.03, -0.08], [-0.09, -0.02, 0.18], [0.00, -0.34, 0.12], [-0.01, 0.06, -0.12], [-0.01, -0.08, -0.05], [-0.18, 0.07, 0.14], [-0.18, 0.12, -0.13], [0.11, -0.19, 0.05], [-0.03, -0.05, -0.05], [-0.01, -0.04, 0.24], [0.06, -0.07, -0.05], [-0.03, 0.08, 0.08], [-0.12, -0.10, 0.01], [-0.01, 0.08, 0.01], [0.02, -0.15, 0.10], [-0.27, 0.08, -0.41], [-0.03, -0.15, -0.11], [0.10, 0.16, -0.11], [0.07, 0.05, 0.00], [0.02, -0.03, 0.09], [0.04, 0.03, 0.01], [0.07, 0.12, -0.02], [-0.05, 0.16, 0.01], [-0.04, 0.05, -0.15], [0.07, -0.07, -0.06], [-0.02, -0.05, 0.03], [-0.01, -0.23, -0.60], [-0.10, 0.02, -0.04], [-0.07, 0.13, 0.08], [0.00, -0.08, -0.09]],
  "mulliken_charge": [1.363, 0.525, -0.278, -0.370, -0.357, -0.335, -0.331, 0.306, 0.096, -0.215, -0.696, -1.652, 0.042, 0.103, -1.101, -0.142, -0.543, -0.637, -1.013, -0.705, -0.631, -0.668, -0.314, 1.619, -0.749, -0.923, 0.310, 0.213, -0.776, -1.964, 0.734, -1.053, 0.131, 0.274, 0.254, 0.047, -0.159, 0.677, -1.172, -0.755, 0.298, -0.854, -0.326, -1.814, -0.800, -0.431, -0.769, 0.441, 0.425, 0.440, 0.465, 0.342, 0.378, 0.478, 0.332, 0.670, 0.285, 0.395, 0.325, 0.528, 0.412, 0.046, 0.443, 0.485, 0.390, -0.085, 0.414, 0.273, 0.532, 0.443, 0.541, 0.519, 0.303, 0.485, 0.054, 0.403, 0.336, 0.361, 0.394, 0.516, 0.488, 0.581, 0.482, 0.455, 0.435, -0.111, 0.466, 0.506, 0.467],
  "homo_ev": [-10.71, -11.28],
  "orbital_gap_ev": [8.739, 6.435],
  "multiplicity": 3,
  "lumo_ev": [-1.974, -4.845],
  "total_charge": 1
}